1.
This record from the OMol25 dataset describes C33H35IrO2Si as an isolated structure at a distorted geometry. The level of theory is wB97M-V/def2-TZVPD.

Cartesian coordinates (Å):
Ir 0.438 1.622 -1.290
Si -0.039 -0.769 2.140
O 0.391 -0.469 0.650
O 0.544 -1.567 -2.399
C -1.190 2.315 -2.523
C -2.477 -4.121 1.935
C -1.006 3.198 -1.375
C -0.432 0.812 3.078
C 3.386 -2.553 4.786
C -1.553 2.018 4.856
C -1.323 2.438 -0.176
C -1.370 -3.263 1.950
C 2.173 1.161 -2.500
C 1.306 -1.509 3.220
C -0.854 3.181 4.514
C -0.112 0.101 -6.543
C 2.146 2.561 -2.172
C -1.538 -1.891 2.192
C -3.766 -3.605 2.109
C 0.689 -1.786 -3.639
C 2.579 -0.927 3.181
C -2.834 -1.373 2.311
C 1.083 -2.633 4.022
C 2.125 -3.157 4.802
C 3.610 -1.434 3.978
C -1.555 0.991 -2.025
C -1.329 0.829 4.152
C 2.305 0.426 -1.269
C 0.083 3.150 3.478
C -1.668 1.086 -0.581
C 0.695 1.331 -6.085
C 2.377 1.368 -0.193
C -3.942 -2.230 2.289
C 0.474 -1.088 -5.690
C -1.585 0.122 -6.104
C 0.295 1.966 2.767
C 2.227 2.693 -0.736
H -1.874 -0.814 -5.642
H 1.040 1.940 1.966
H -2.987 -0.295 2.421
H -4.945 -1.810 2.403
H 2.089 3.375 -2.894
H -1.031 4.113 5.056
H 0.333 1.922 -5.223
H 1.712 1.130 -5.768
H -4.633 -4.271 2.085
H -1.088 2.573 -3.556
H -1.856 -0.085 4.434
H -1.722 0.123 -2.624
H -2.326 -5.191 1.775
H 2.334 -0.654 -1.176
H 0.187 -2.786 -3.948
H 0.865 2.090 -6.847
H 4.599 -0.967 3.945
H -2.277 2.026 5.674
H 0.035 -2.047 -6.010
H 2.098 0.738 -3.506
H 1.948 -4.050 5.403
H -2.294 0.221 -6.917
H -1.973 0.840 -5.367
H 0.109 -3.122 4.017
H 1.520 -1.305 -5.949
H 2.774 -0.089 2.506
H -1.962 0.292 0.051
H 0.660 4.042 3.212
H -0.707 4.226 -1.413
H -1.295 2.815 0.829
H 1.799 -2.090 -3.889
H 2.181 3.629 -0.172
H 2.505 1.124 0.857
H 4.199 -2.967 5.385
H -0.370 -3.667 1.770

Kohn-Sham gap (alpha / beta) in eV: 4.68 / 4.55
Spin multiplicity: 6
Charge: -1
HOMO (alpha / beta) in eV: -2.35 / -4.45
Lowest unoccupied orbital energy (alpha / beta) in hartree: 0.0856 / 0.0036
⟨S²⟩: 8.815

---

2.
This record from the OMol25 dataset describes C33H35N3O2PdS6Sb as an isolated structure. The level of theory is wB97M-V/def2-TZVPD.

Cartesian coordinates (Å):
Sb 0.706 -1.170 2.340
Pd -0.694 -0.021 -1.420
S -3.235 -0.965 -1.417
S 1.036 -0.374 0.222
S -4.880 1.027 1.383
S 0.278 -0.237 -5.463
S -1.871 2.148 -0.937
S 0.653 2.464 -3.416
O 0.944 3.217 -2.232
O -0.582 2.692 -4.128
N 0.705 0.901 -2.921
N -0.034 -1.212 -3.119
N 5.106 2.821 -7.273
C -2.128 -0.656 3.443
C -0.795 -5.262 2.364
C 4.070 2.774 -6.376
C 4.288 0.834 3.673
C -3.077 -0.017 4.226
C 4.070 -1.104 5.083
C 2.471 -0.698 3.339
C -2.697 1.027 5.057
C 4.746 0.052 4.722
C -4.036 0.600 -1.888
C 1.967 2.585 -4.561
C -0.720 -3.879 2.321
C -0.405 -2.204 -3.994
C 1.672 -4.004 2.572
C -3.172 -1.017 0.396
C 1.706 2.828 -5.904
C 2.748 2.922 -6.806
C 0.359 -6.015 2.516
C -0.277 -1.870 -5.293
C -3.095 1.753 -2.203
C 0.357 -0.108 -3.747
C 3.149 0.462 2.973
C 0.516 -3.245 2.426
C -4.440 -0.725 1.176
C -0.796 -0.257 3.487
C -3.300 1.883 1.617
C 4.320 2.537 -5.016
C -0.417 0.785 4.327
C 2.926 -1.482 4.395
C 3.281 2.449 -4.119
C -1.370 1.427 5.106
C 1.591 -5.389 2.619
C -2.858 2.778 0.461
H -3.435 1.527 5.669
H -0.463 -2.488 -6.152
H -3.716 3.278 0.006
H 6.036 2.959 -6.918
H -3.458 2.532 2.481
H -4.339 -1.176 2.163
H -5.311 -1.186 0.709
H 4.818 1.734 3.395
H 5.341 2.426 -4.675
H 2.802 1.063 2.143
H 3.481 2.277 -3.072
H 0.616 1.105 4.381
H -2.222 3.567 0.867
H 0.684 2.951 -6.232
H -4.616 0.353 -2.778
H -2.484 1.547 -3.090
H 2.542 3.114 -7.850
H 0.298 -7.094 2.555
H 2.491 -5.975 2.735
H 4.430 -1.713 5.900
H -2.353 -0.393 0.768
H -1.634 -3.313 2.208
H -0.736 -3.155 -3.612
H 2.643 -3.526 2.648
H 5.638 0.343 5.260
H -4.112 -0.331 4.184
H -3.660 2.658 -2.433
H -1.073 2.238 5.756
H -2.873 -2.057 0.562
H -2.510 1.191 1.920
H -4.743 0.866 -1.105
H -1.755 -5.752 2.284
H 2.398 -2.383 4.688
H 4.932 3.223 -8.178
H -2.444 -1.465 2.801

Kohn-Sham gap (alpha / beta) in eV: 7.71 / 5.68
Spin multiplicity: 3
Charge: +1
HOMO (alpha / beta) in eV: -9.94 / -10.03
Lowest unoccupied orbital energy (alpha / beta) in hartree: -0.0818 / -0.1598
⟨S²⟩: 2.009

---

3.
This record from the OMol25 dataset describes C33H36BaN5O3S2 as an isolated structure at a distorted geometry. The level of theory is wB97M-V/def2-TZVPD.

Cartesian coordinates (Å):
Ba -0.174 0.406 -0.455
S 2.004 -2.863 -0.245
S -3.184 0.775 -0.131
O -2.514 -0.402 -0.738
O 0.921 -1.855 -0.470
O -4.022 1.547 -1.014
N 0.965 0.761 -3.013
N 2.684 0.677 -0.720
N 1.588 0.539 1.903
N -2.069 1.609 0.588
N -0.398 3.130 0.067
C -5.849 -0.848 3.198
C 1.142 -4.460 -0.212
C 0.075 4.376 0.041
C -0.424 0.401 3.244
C 2.030 -5.580 0.301
C -3.919 -1.090 1.764
C -6.719 -1.376 4.301
C 3.241 0.376 4.099
C 1.067 0.478 3.132
C -1.324 0.753 -3.806
C 4.868 0.790 0.200
C 2.875 -2.991 -1.835
C 2.855 0.601 -4.436
C 0.658 0.675 -5.367
C 1.965 -3.032 -3.047
C -0.713 5.488 0.261
C 2.289 0.723 -3.165
C -2.064 5.290 0.524
C 1.874 0.412 4.267
C 0.147 0.721 -4.072
C 2.913 0.539 1.727
C -4.232 0.106 1.139
C -1.684 2.936 0.393
C -5.348 0.828 1.528
C 3.483 0.671 0.348
C 3.771 0.433 2.820
C -2.562 4.004 0.599
C 3.189 0.794 -1.954
C -4.724 -1.560 2.787
C 2.026 0.594 -5.543
C 5.401 0.956 -1.059
C 4.561 0.965 -2.153
C -6.149 0.348 2.552
H 1.130 4.479 -0.189
H -3.600 3.813 0.827
H 1.420 0.377 5.247
H 5.533 0.798 1.048
H 0.298 -4.275 0.454
H 4.842 0.391 2.704
H 3.919 0.513 -4.579
H 2.902 -5.735 -0.335
H 1.467 -6.513 0.308
H -1.656 -0.111 -3.226
H -0.743 -0.644 3.176
H 1.535 -4.020 -3.200
H 2.534 -2.774 -3.940
H 2.446 0.522 -6.537
H -1.612 1.649 -3.250
H 0.738 -4.658 -1.205
H -7.533 -0.690 4.527
H 3.533 -2.120 -1.849
H 3.901 0.304 4.953
H -7.154 -2.335 4.017
H 6.468 1.086 -1.184
H -0.780 0.779 4.202
H -0.907 0.958 2.451
H -0.284 6.478 0.223
H -0.016 0.675 -6.212
H -6.146 -1.536 5.215
H 1.156 -2.308 -2.939
H -7.027 0.909 2.848
H -3.063 -1.662 1.431
H -4.483 -2.500 3.268
H -1.886 0.752 -4.738
H 2.373 -5.383 1.315
H -5.597 1.748 1.016
H 3.520 -3.870 -1.755
H -2.721 6.134 0.688
H 4.973 1.125 -3.134

Kohn-Sham gap in eV: 7.86
Charge: +1
HOMO in eV: -10.52
Lowest unoccupied orbital energy in hartree: -0.0978

---

4.
This record from the OMol25 dataset describes a 6-piece molecular cluster, C33H36FIO3S overall at a distorted geometry. The level of theory is wB97M-V/def2-TZVPD.

Cartesian coordinates (Å):
I 1.251 0.518 1.107
S 1.772 0.409 -2.762
F 3.972 1.325 -1.948
O 3.203 0.261 -1.786
O 0.415 0.811 -1.780
O 1.921 1.668 -3.702
C 3.871 3.342 3.861
C 4.841 -5.184 -1.720
C -12.653 4.981 0.440
C 0.795 1.705 -0.675
C 5.383 -8.554 0.801
C 5.630 -9.882 0.451
C -10.470 3.968 0.237
C 3.624 -2.973 -0.532
C -5.272 1.159 0.579
C -11.116 5.753 -1.256
C -12.357 5.831 -0.625
C -0.131 4.134 -1.423
C 6.841 -10.231 -0.148
C 6.219 2.842 3.592
C -10.173 4.820 -0.827
C -6.435 3.136 -0.179
C -11.708 4.051 0.874
C 3.684 -5.350 -0.958
C 7.802 -9.253 -0.401
C 3.076 -4.244 -0.365
C 3.662 3.086 2.506
C -4.543 2.295 -1.425
C 5.384 -3.911 -1.894
C 5.149 3.216 4.405
C -0.337 2.884 -0.353
C 4.731 2.707 1.694
C 6.349 -7.578 0.556
C 4.778 -2.806 -1.298
C 7.557 -7.927 -0.046
C -5.564 3.232 -1.264
C -4.399 1.257 -0.504
C -6.287 2.101 0.745
C 6.010 2.590 2.237
H 6.158 -6.544 0.835
H -9.736 3.238 0.570
H 1.765 2.297 -1.011
H 6.282 -3.781 -2.494
H 4.880 -10.644 0.645
H -9.207 4.756 -1.321
H 0.694 3.885 -2.246
H 0.135 5.155 -0.897
H -11.936 3.392 1.706
H 4.567 2.504 0.639
H 7.216 2.748 4.016
H 3.153 -2.112 -0.065
H 3.038 3.639 4.493
H -1.162 4.258 -2.000
H -0.086 3.268 0.748
H -6.963 2.028 1.592
H -5.161 0.348 1.294
H 7.034 -11.266 -0.418
H -13.619 5.043 0.934
H -10.884 6.419 -2.083
H 4.439 -8.282 1.265
H -3.606 0.525 -0.631
H -5.680 4.038 -1.984
H -1.436 2.473 -0.343
H 3.258 -6.341 -0.827
H 5.311 3.410 5.462
H -13.095 6.555 -0.964
H 6.845 2.301 1.603
H 2.173 -4.373 0.227
H -3.862 2.374 -2.267
H 8.308 -7.165 -0.238
H 8.742 -9.525 -0.873
H 5.318 -6.046 -2.179
H 5.203 -1.815 -1.431
H 2.665 3.182 2.082
H -7.229 3.868 -0.052

Kohn-Sham gap in eV: 9.03
Charge: 0
HOMO in eV: -9.22
Lowest unoccupied orbital energy in hartree: -0.0073

---

5.
This record from the OMol25 dataset describes C33H36N3S3Se2Sm as an isolated structure at a distorted geometry. The level of theory is wB97M-V/def2-TZVPD.

Cartesian coordinates (Å):
Sm -0.418 0.118 0.300
Se -2.909 -1.119 -0.883
Se -2.629 -0.300 2.691
S -1.223 3.225 -3.429
S 2.133 0.032 -1.012
S 0.765 2.483 1.190
N -0.699 1.168 -1.967
N 2.243 0.096 2.370
N 1.044 -2.296 0.889
C 2.697 -1.287 2.397
C 4.476 0.897 1.477
C 3.568 -3.446 -2.328
C -0.548 1.749 -4.130
C 1.546 -2.283 2.243
C -1.853 2.355 0.443
C -0.199 -3.017 0.757
C 3.241 -4.388 -1.317
C 2.452 -4.029 -0.256
C -4.072 -1.924 0.559
C 1.326 0.487 3.424
C 2.472 2.188 1.129
C 3.225 3.234 0.480
C 0.126 -0.511 -3.705
C 4.607 3.044 0.281
C 3.086 1.030 1.719
C 2.072 -2.648 -0.089
C -4.335 -0.982 1.700
C -2.637 2.799 1.492
C 0.454 -0.652 -5.033
C 0.094 0.373 -5.952
C -3.686 4.448 0.086
C 5.201 1.838 0.730
C -2.090 2.890 -0.857
C -3.030 3.911 -1.064
C -0.338 0.733 -3.251
C -1.350 2.328 -1.985
C 2.531 -1.652 -0.995
C -3.495 3.889 1.319
C 3.216 -2.120 -2.175
C -2.643 -0.928 4.573
C -0.444 1.566 -5.507
C -4.210 0.257 -1.494
H 4.932 -0.042 1.862
H -2.596 2.468 2.558
H 0.877 -1.550 -5.427
H 6.254 1.741 0.543
H 1.884 -3.308 2.628
H 0.321 -1.352 -3.075
H -2.968 -1.988 4.703
H -4.922 -0.087 1.437
H 0.362 0.234 -6.991
H 4.232 -3.728 -3.126
H -3.483 -2.785 0.893
H 3.205 -1.513 3.361
H 3.474 -1.373 1.614
H -4.903 0.482 -0.634
H -3.384 -0.318 5.110
H -1.701 -0.717 5.058
H -1.106 -2.461 1.102
H -3.898 4.320 2.204
H 1.314 1.596 3.513
H -0.501 -3.148 -0.298
H 2.125 -4.670 0.600
H -0.737 2.387 -6.180
H 2.697 4.149 0.116
H -3.815 1.157 -1.898
H 3.658 -5.377 -1.306
H -4.892 -1.502 2.545
H -3.184 4.316 -2.038
H 1.565 -0.031 4.391
H 0.311 0.187 3.038
H 3.427 -1.294 -2.917
H -0.130 -4.016 1.208
H -4.315 5.336 0.086
H -5.011 -2.322 0.106
H -4.771 -0.203 -2.286
H 0.771 -1.950 3.005
H 5.141 3.805 -0.322

Kohn-Sham gap (alpha / beta) in eV: 5.96 / 5.96
Spin multiplicity: 6
Charge: 0
HOMO (alpha / beta) in eV: -6.16 / -6.15
Lowest unoccupied orbital energy (alpha / beta) in hartree: -0.0073 / -0.0071
⟨S²⟩: 8.774

---

6.
This record from the OMol25 dataset describes C33H37ClO2RuSi2 as an isolated structure at a distorted geometry. The level of theory is wB97M-V/def2-TZVPD.

Cartesian coordinates (Å):
Ru 0.701 -1.056 2.217
Cl 2.771 -1.480 1.410
Si -0.148 0.148 -0.728
Si 1.557 -0.253 -2.538
O 0.662 2.284 4.226
O 2.158 0.165 4.768
C -0.937 1.809 -0.712
C -1.061 -3.841 -1.037
C -0.529 -2.608 -0.691
C -2.157 4.324 -0.704
C 0.776 3.391 -4.394
C -2.354 -1.472 -1.794
C -0.758 4.226 -0.805
C 1.882 -2.986 -3.077
C 2.875 1.392 4.858
C -0.147 2.971 -0.803
C 0.656 -4.321 -4.693
C -1.096 -0.153 3.174
C -2.897 -2.717 -2.140
C -0.481 -0.806 4.291
C -1.165 -1.399 -1.050
C 2.890 -0.931 5.289
C -0.454 -2.202 4.034
C 2.064 2.476 4.157
C -0.585 1.002 -3.992
C -1.018 -2.437 2.734
C 0.096 2.546 5.516
C 1.485 2.252 -4.013
C -0.616 3.356 -4.509
C 0.780 1.066 -3.667
C 0.062 -3.161 -5.188
C -2.250 -3.898 -1.759
C 1.244 -1.811 -3.533
C -1.300 2.156 -4.322
C 0.400 -1.909 -4.655
C -2.929 3.165 -0.541
C 1.565 -4.223 -3.632
C -1.501 -1.174 2.250
C -2.318 1.906 -0.505
H -1.128 0.055 -3.937
H -2.133 -1.048 1.374
H -0.153 5.131 -0.917
H 0.935 2.857 -0.921
H 1.200 0.420 2.117
H 2.304 2.454 3.086
H 0.004 -1.024 -5.148
H 2.031 -5.123 -3.237
H 2.622 -2.924 -2.282
H -0.134 -2.971 4.729
H 2.337 3.453 4.590
H 0.425 -5.294 -5.138
H -2.897 0.996 -0.357
H 0.445 -2.566 -0.185
H -0.523 -4.762 -0.763
H -0.657 -3.216 -6.012
H -2.639 5.301 -0.769
H -2.839 -0.556 -2.136
H -4.014 3.234 -0.465
H 2.987 -0.854 6.380
H -0.231 -0.328 5.234
H 0.557 1.920 6.298
H -1.173 4.269 -4.750
H -2.657 -4.868 -2.051
H 3.900 -0.993 4.835
H -3.811 -2.762 -2.735
H 2.575 2.279 -3.939
H 1.321 4.323 -4.582
H -2.384 2.109 -4.419
H -0.971 2.310 5.428
H 0.221 3.612 5.783
H 3.026 1.667 5.918
H 2.336 -1.841 5.033
H -1.157 -3.403 2.255
H 3.852 1.297 4.351
H -1.322 0.913 3.113
H -0.179 0.137 0.780

Kohn-Sham gap (alpha / beta) in eV: 5.87 / 2.87
Spin multiplicity: 6
Charge: +1
HOMO (alpha / beta) in eV: -9.14 / -10.44
Lowest unoccupied orbital energy (alpha / beta) in hartree: -0.1202 / -0.2783
⟨S²⟩: 8.786